1.
ORCA calculation (ωB97M-V/def2-TZVPD) on one molecule with the formula C4H6N2O2 at a distorted geometry.

Computed properties:
F_max, eV/A: 4.67
Lowest unoccupied orbital energy, eV: 0.7
Structure (SMILES): O=NN1CC=CCO1
HOMO, eV: -9.029
ΔE to the lowest compared entry with this formula, charge and spin, kcal per mole: 166.7

```
! wB97M-V def2-TZVPD RIJCOSX def2/J DEFGRID3
* xyz 0 1
C 0.044 -1.503 0.396
C 1.197 -0.690 -0.356
C 1.063 0.591 -0.554
C 0.120 1.502 0.133
H 0.366 -1.461 1.468
H 0.044 -2.606 -0.107
H 2.073 -1.284 -0.760
H 1.804 1.300 -1.145
H -0.527 2.424 -0.378
H 0.755 2.031 0.978
N -2.041 -0.616 -0.537
N -1.123 -0.605 0.357
O -2.885 0.316 -0.407
O -0.890 0.600 0.913
*
```

2.
ORCA calculation (ωB97M-V/def2-TZVPD) on a 9-piece molecular cluster, CH19O9 overall at a distorted geometry.

Computed properties:
F_max, eV/A: 2.46
Lowest unoccupied orbital energy, eV: 3.0
HOMO, eV: -4.690
ΔE to the lowest compared entry with this formula, charge and spin, kcal per mole: 12.8

```
! wB97M-V def2-TZVPD RIJCOSX def2/J DEFGRID3
* xyz -1 1
C -0.879 0.541 0.881
O -0.199 -0.040 -0.201
H -0.780 -0.055 1.788
H -0.728 1.591 1.131
H -1.937 0.321 0.735
O 0.789 2.662 3.425
H 1.054 2.697 2.506
H -0.155 2.506 3.397
O 2.075 2.815 0.633
H 1.471 2.453 -0.015
H 2.904 2.909 0.163
O -1.676 -2.209 -2.126
H -0.847 -1.748 -1.992
H -1.614 -2.981 -1.564
O 2.209 -1.712 0.756
H 2.036 -2.559 0.344
H 1.647 -1.097 0.285
O -0.542 1.720 -2.585
H -0.324 1.158 -3.328
H -0.574 1.125 -1.835
O 1.040 -0.848 -2.704
H 0.812 -0.446 -1.866
H 1.992 -0.939 -2.676
O 0.554 -2.481 2.690
H 0.120 -1.706 3.045
H 1.200 -2.134 2.075
O -3.560 -0.351 -1.072
H -2.944 -0.100 -0.384
H -3.144 -1.094 -1.508
*
```

3.
ORCA calculation (ωB97M-V/def2-TZVPD) on C45H43F4N6P2Se2Y as an isolated structure at a distorted geometry.

Computed properties:
F_max, eV/A: 2.34
Lowest unoccupied orbital energy (alpha / beta), eV: 0.0 / 0.0
HOMO (alpha / beta), eV: -5.316 / -5.319
ΔE to the lowest compared entry with this formula, charge and spin, kcal per mole: 143.9

```
! wB97M-V def2-TZVPD RIJCOSX def2/J DEFGRID3
* xyz 0 1
Y -2.497 1.666 -1.591
C -0.482 3.246 -4.683
N -1.609 2.344 -4.481
C -1.347 1.081 -5.155
C -2.848 2.922 -5.006
C -3.278 4.228 -4.315
N -2.778 4.219 -2.969
C -2.995 5.221 -2.127
C -2.291 5.195 -0.893
F -1.383 4.177 -0.739
C -2.475 6.085 0.130
F -1.791 5.923 1.278
C -3.351 7.148 0.001
C -4.014 7.254 -1.211
F -4.874 8.276 -1.373
C -3.850 6.354 -2.239
F -4.570 6.543 -3.373
H -0.263 3.390 -5.752
H 0.403 2.836 -4.194
H -0.706 4.207 -4.228
H -1.345 1.188 -6.251
H -2.111 0.346 -4.890
H -0.375 0.699 -4.848
H -3.628 2.167 -4.854
H -2.764 3.109 -6.089
H -4.373 4.271 -4.367
H -2.901 5.099 -4.867
H -3.514 7.857 0.796
Se 4.522 -2.173 0.323
P 2.815 -2.344 1.528
C 3.252 -1.916 3.244
C 3.020 -2.795 4.295
C 3.569 -2.534 5.543
C 4.343 -1.403 5.747
C 4.580 -0.529 4.696
C 4.054 -0.794 3.445
C 2.096 -4.012 1.601
C 2.999 -5.052 1.814
C 2.557 -6.364 1.833
C 1.212 -6.643 1.630
C 0.311 -5.609 1.425
C 0.748 -4.294 1.411
C 1.498 -1.376 0.693
C 0.775 -0.147 0.708
N 0.167 -0.027 -0.477
N 0.502 -1.113 -1.147
N 1.287 -1.930 -0.497
P 0.456 1.040 2.048
Se -1.253 2.244 1.955
C 1.988 2.000 2.191
C 3.117 1.754 1.418
C 4.245 2.545 1.585
C 4.249 3.568 2.521
C 3.108 3.838 3.265
C 1.973 3.066 3.090
C 0.304 -0.073 3.478
C 0.691 0.344 4.747
C 0.360 -0.423 5.851
C -0.344 -1.607 5.694
C -0.733 -2.025 4.432
C -0.429 -1.247 3.328
H 2.418 -3.681 4.146
H 3.391 -3.223 6.358
H 4.774 -1.210 6.721
H 5.194 0.351 4.841
H 4.282 -0.145 2.614
H 4.046 -4.815 1.955
H 3.259 -7.169 2.000
H 0.865 -7.668 1.621
H -0.738 -5.829 1.274
H 0.036 -3.495 1.254
H 3.130 0.950 0.692
H 5.122 2.357 0.982
H 5.138 4.167 2.659
H 3.096 4.656 3.972
H 1.059 3.294 3.624
H 1.242 1.267 4.862
H 0.645 -0.086 6.839
H -0.594 -2.205 6.561
H -1.287 -2.947 4.309
H -0.789 -1.533 2.348
C -3.911 -2.302 -2.928
N -3.054 -3.282 -2.276
C -3.779 -3.933 -1.200
C -1.814 -2.720 -1.775
C -0.875 -2.228 -2.849
C -0.993 -2.627 -4.174
C -0.081 -2.201 -5.128
C 0.954 -1.345 -4.786
C 1.093 -0.943 -3.470
C 0.192 -1.393 -2.517
H -4.738 -2.827 -3.409
H -3.358 -1.756 -3.690
H -4.331 -1.580 -2.211
H -4.708 -4.349 -1.590
H -4.034 -3.232 -0.388
H -3.185 -4.750 -0.790
H -1.297 -3.515 -1.224
H -2.009 -1.896 -1.061
H -1.788 -3.304 -4.451
H -0.175 -2.552 -6.147
H 1.658 -1.009 -5.534
H 1.916 -0.311 -3.163
*
```

4.
ORCA calculation (ωB97M-V/def2-TZVPD) on C30H45F5LuP2 as an isolated structure at a distorted geometry.

Computed properties:
F_max, eV/A: 4.51
Lowest unoccupied orbital energy, eV: -3.3
HOMO, eV: -9.683

```
! wB97M-V def2-TZVPD RIJCOSX def2/J DEFGRID3
* xyz 1 1
Lu 0.317 0.136 0.473
C 1.238 -0.746 2.435
C 1.199 0.690 2.550
C -0.990 -0.094 2.457
C -0.123 -1.232 2.399
C -0.180 1.088 2.546
C 2.475 -1.593 2.532
H 3.316 -1.171 1.958
H 2.314 -2.611 2.151
H 2.827 -1.695 3.576
C -0.613 -2.613 2.685
H 0.179 -3.360 2.655
H -1.383 -2.904 1.962
H -1.070 -2.659 3.685
C -2.445 -0.145 2.799
H -2.612 0.040 3.871
H -2.870 -1.117 2.563
H -3.026 0.601 2.245
C -0.707 2.467 2.809
H -0.713 2.707 3.887
H -1.733 2.572 2.443
H -0.099 3.232 2.309
C 2.363 1.601 2.772
H 2.739 1.569 3.804
H 2.094 2.631 2.542
H 3.196 1.345 2.120
C 2.299 1.458 -1.928
C 3.085 1.352 -0.832
C 4.146 2.384 -0.533
C 3.704 3.783 -0.026
C 2.221 4.069 0.054
C 1.468 4.179 -1.038
C 2.040 4.032 -2.424
C 2.450 2.605 -2.891
H 4.765 2.534 -1.437
H 4.179 4.531 -0.687
H 4.834 1.950 0.214
H 3.506 2.659 -3.219
H 1.659 0.636 -2.287
H 3.182 0.419 -0.251
H 1.877 2.368 -3.803
H 1.303 4.436 -3.139
H 0.402 4.431 -0.993
H 2.934 4.676 -2.519
H 4.140 3.949 0.975
H 1.826 4.245 1.061
P 1.100 -2.271 -0.967
C 0.762 -3.868 -0.124
H 0.953 -4.734 -0.772
H -0.278 -3.906 0.218
H 1.397 -3.930 0.768
C 0.541 -2.484 -2.701
H 0.752 -3.490 -3.098
H 1.046 -1.729 -3.322
H -0.536 -2.287 -2.775
C 2.916 -2.479 -1.232
H 3.274 -1.696 -1.913
H 3.145 -3.475 -1.643
H 3.436 -2.349 -0.274
P -1.908 1.129 -1.193
C -2.449 2.724 -0.427
H -2.889 3.426 -1.150
H -1.580 3.211 0.045
H -3.175 2.510 0.371
C -1.546 1.522 -2.964
H -0.884 2.396 -3.040
H -2.461 1.670 -3.560
H -1.003 0.667 -3.395
C -3.564 0.342 -1.429
H -4.257 0.996 -1.980
H -4.000 0.069 -0.461
H -3.433 -0.608 -1.964
F -4.512 -1.249 1.131
C -4.221 -2.436 0.504
C -3.001 -2.721 -0.017
C -2.856 -3.794 -0.848
F -1.758 -3.988 -1.643
C -3.902 -4.715 -1.024
F -3.727 -5.802 -1.805
C -5.126 -4.459 -0.431
F -6.155 -5.304 -0.612
C -5.310 -3.308 0.336
F -6.507 -3.015 0.864
*
```

Which value of F_max does entry 1 give? 4.67 eV/A